Record 1
Entry from the OMol25 dataset: 2 unconnected molecules or ions with the total composition C5H13NO (wB97M-V/def2-TZVPD).

The value obtained for the total energy is -8933.468 eV. For the highest occupied orbital energy, the calculation gives -9.715 eV. The value obtained for the energy above the lowest of the compared OMol25 structures with the same formula, charge and spin is 0.5432 eV. The SMILES is CC(N)=O.CCC. Its HOMO-LUMO gap is 10.514 eV. Its LUMO energy is 0.80 eV.

Element x y z (Å)
O: -0.90225 0.94098 -1.99246
N: 1.28721 1.49355 -2.09878
C: -0.89655 -1.32361 2.63393
C: 0.36690 -1.69074 1.87647
C: -0.07418 2.21524 -0.22302
C: 0.05083 -2.69655 0.70783
C: 0.10048 1.39673 -1.46749
H: -0.53123 1.64952 0.59837
H: 1.47923 0.98801 -2.94568
H: -0.93133 -2.44982 0.29972
H: -0.03979 -3.69833 1.16319
H: -0.81086 3.00745 -0.27936
H: -1.53651 -2.18839 2.95601
H: 1.16447 -2.13040 2.45886
H: 0.80169 -0.81913 1.36952
H: -1.57622 -0.81376 1.97984
H: -0.74290 -0.72391 3.50772
H: 0.84847 -2.78405 -0.03764
H: 0.93089 2.51814 0.20638
H: 2.06302 2.07314 -1.74920

Need the natural (NBO) charges? In units of e they are: O -0.6122; N -0.8186; C -0.6147; C -0.3952; C -0.7191; C -0.6038; C 0.6548; H 0.2433; H 0.4048; H 0.2071; H 0.1957; H 0.2508; H 0.2029; H 0.1965; H 0.1890; H 0.2057; H 0.2091; H 0.2079; H 0.2000; H 0.3958

=====

Record 2
Entry from the OMol25 dataset: 2 unconnected molecules or ions with the total composition C5H13NO (wB97M-V/def2-TZVPD).

The spin multiplicity is 2. The value obtained for the total energy is -8925.598 eV. For the highest occupied orbital energy (alpha / beta), the calculation gives -13.701 / -15.008 eV. The value obtained for the energy above the lowest of the compared OMol25 structures with the same formula, charge and spin is 0.1526 eV. As for the expectation value of S²: 0.763. Its HOMO-LUMO gap (alpha / beta) is 10.236 / 8.889 eV. Its net charge is +1. Its LUMO energy (alpha / beta) is -3.46 / -6.12 eV.

Element x y z (Å)
O: 1.67439 -0.14702 3.37863
N: 0.59804 0.49606 0.38022
C: 1.47693 -0.54905 -1.70977
C: -1.56110 0.00367 -0.54354
C: 1.27282 -0.64590 -0.20120
C: -0.65709 0.80054 0.17891
C: -2.84014 0.55386 -1.05962
H: 1.81240 0.42947 -2.05360
H: -3.56068 -0.21560 -1.32841
H: 0.55936 -0.81991 -2.22392
H: -1.54785 -1.06627 -0.38657
H: -2.68773 1.26344 -1.86594
H: -0.97793 1.77018 0.56374
H: 2.18897 -1.33308 -1.97917
H: 1.03974 -0.37563 4.06515
H: 1.08910 1.21016 0.90544
H: -3.31494 1.12214 -0.25132
H: 2.21012 -0.78901 0.32435
H: 2.53829 -0.16752 3.82136
H: 0.68729 -1.54052 -0.01476

Need the natural (NBO) charges? In units of e they are: O -0.9679; N -0.3661; C -0.6194; C -0.0293; C -0.2498; C 0.1106; C -0.6913; H 0.2298; H 0.2556; H 0.2169; H 0.2278; H 0.2609; H 0.2347; H 0.2483; H 0.4833; H 0.4425; H 0.2569; H 0.2450; H 0.4873; H 0.2243

=====

Record 3
Entry from the OMol25 dataset: 3 unconnected molecules or ions with the total composition C5H13NO2 (wB97M-V/def2-TZVPD).

The value obtained for the total energy is -10979.416 eV. For the highest occupied orbital energy, the calculation gives -8.079 eV. The value obtained for the energy above the lowest of the compared OMol25 structures with the same formula, charge and spin is 2.4632 eV. The SMILES is C=C/C=C/NC.O.O. Its HOMO-LUMO gap is 8.669 eV. Its LUMO energy is 0.59 eV.

Element x y z (Å)
O: -3.43510 -2.57980 -2.46203
O: -1.35355 -0.60984 -1.77632
N: -0.22559 1.33717 1.94458
C: 0.99064 0.99014 1.37607
C: 3.10060 0.58269 -0.92400
C: 2.60963 -0.21615 0.00568
C: 1.33739 -0.10481 0.70538
C: -1.39659 0.50127 1.83519
H: 3.18512 -1.10930 0.18762
H: 4.04769 0.42029 -1.40560
H: -1.37100 0.15466 -1.18759
H: 2.53124 1.47030 -1.19363
H: -2.60031 -2.38139 -2.02038
H: -2.15864 1.03217 1.25569
H: 0.67425 -0.96333 0.67211
H: -1.17325 -0.43066 1.31982
H: -0.06987 1.79589 2.82620
H: -0.84406 -0.26171 -2.52146
H: -3.70221 -1.72465 -2.81346
H: -1.84532 0.28271 2.80271
H: 1.69893 1.81435 1.37342

Need the natural (NBO) charges? In units of e they are: O -0.9501; O -0.9523; N -0.6149; C 0.0293; C -0.4042; C -0.1887; C -0.3575; C -0.4193; H 0.1937; H 0.2003; H 0.4767; H 0.1831; H 0.4842; H 0.1872; H 0.2091; H 0.2035; H 0.3803; H 0.4775; H 0.4646; H 0.2052; H 0.1925

=====

Record 4
Entry from the OMol25 dataset: a molecular structure, C5H13NO2 (wB97M-V/def2-TZVPD).

The value obtained for the total energy is -10977.254 eV. For the highest occupied orbital energy, the calculation gives -7.959 eV. The value obtained for the energy above the lowest of the compared OMol25 structures with the same formula, charge and spin is 4.6252 eV. Its HOMO-LUMO gap is 8.515 eV. Its LUMO energy is 0.56 eV.

Element x y z (Å)
O: 0.04371 1.75818 -0.23922
O: -1.04652 0.30277 -1.97750
N: 1.61565 -0.06881 0.56349
C: -2.40413 0.38225 -2.27875
C: -0.63365 -0.30250 0.79200
C: 0.25250 -1.09593 -0.14274
C: 2.33124 -0.47590 1.76246
C: 0.20902 0.96814 0.79577
H: 0.34929 -2.16710 0.04589
H: -1.65270 -0.18389 0.42637
H: -2.65546 1.33246 -2.77690
H: -3.04632 0.32991 -1.37951
H: 3.00960 -1.30899 1.55736
H: 1.62359 -0.80334 2.52418
H: -0.64787 -0.75505 1.78648
H: 0.36316 1.46507 1.75977
H: 2.23584 0.27573 -0.16327
H: 0.45009 -0.77190 -1.14714
H: -2.70767 -0.43261 -2.94953
H: -0.58715 1.18931 -1.13802
H: 2.89777 0.36222 2.17882

Need the natural (NBO) charges? In units of e they are: O -0.7370; O -0.9046; N -0.5217; C -0.2234; C -0.5201; C -0.0644; C -0.4271; C 0.3726; H 0.2005; H 0.2603; H 0.1437; H 0.1187; H 0.2076; H 0.2040; H 0.2045; H 0.1549; H 0.4020; H 0.2670; H 0.1513; H 0.5008; H 0.2104